# 1
Here is a structure of composition C33H89Li4N7O16 from the Open Molecules 2025 dataset. Energies are from ωB97M-V with the def2-TZVPD basis set.

```
149
Properties=species:S:1:pos:R:3:forces:R:3:lowdin_charge:R:1
H 15.87165 18.16483 -12.20936 -0.2 0.7 0.2 0.11
H 15.10669 25.75399 -1.57890 0.0 0.2 1.1 0.08
H 23.94216 16.42235 1.40651 -0.1 -0.2 0.1 0.12
H 20.26871 18.97548 -0.00675 0.0 -0.2 -0.8 0.12
O 16.38664 16.08192 -11.04359 1.7 -3.4 -2.3 0.07
H 14.04871 27.07957 -2.10166 0.1 0.2 0.3 0.09
H 22.13641 17.27045 0.44577 -0.6 -0.3 -0.9 0.11
H 9.08858 21.49414 -5.58514 0.5 0.1 0.6 0.08
H 14.26555 9.27606 1.77542 -0.3 -0.3 0.3 0.12
H 14.25890 12.30491 -0.16574 -0.9 0.5 0.1 0.08
H 20.67041 9.06572 2.25632 1.0 0.3 0.0 0.12
H 13.96152 12.58089 1.59256 1.4 0.0 0.5 0.09
C 15.08434 26.74849 -2.02452 0.3 -0.7 -0.3 -0.11
H 15.73747 27.49515 -1.57285 -0.2 -0.1 0.6 0.09
N 15.82714 17.21461 -9.25057 -0.3 0.3 2.5 0.15
O 7.14463 21.45172 -6.00268 -0.6 -0.3 -1.9 -0.18
C 5.55210 17.39424 -4.33593 -1.2 -0.9 1.6 -0.22
H 18.33754 12.41421 -8.44512 0.8 0.4 0.3 0.13
H 8.12451 13.74211 -5.09332 0.6 1.0 0.3 0.07
H 21.84793 10.90259 3.60423 0.0 -0.2 0.5 0.10
H 7.96265 21.65044 -4.15982 0.5 0.0 0.2 0.09
C 6.60420 19.35612 -5.22361 0.6 0.6 1.4 -0.22
H 7.32703 13.36281 -3.51104 0.9 0.6 0.4 0.10
H 12.40647 10.95389 -4.23552 0.2 0.5 -0.2 0.01
H 16.88534 26.22314 -4.72538 -0.2 -0.2 0.0 0.12
H 5.61562 17.77151 -3.31528 0.8 0.3 -0.1 0.14
H 17.77004 9.06570 -7.46980 -0.1 -0.6 0.3 0.13
H 26.80131 18.64568 1.63109 0.0 -0.2 0.2 0.09
H 17.76798 10.87360 1.53263 -0.1 0.0 -0.1 0.09
O 16.37555 11.24290 -2.60176 0.0 0.0 -0.7 -0.05
H 11.28666 15.19072 -4.70802 -0.6 -0.8 0.0 0.05
N 17.51242 10.21537 2.25479 -0.7 -1.2 0.7 -0.05
C 18.35131 17.19978 -1.05621 0.7 0.2 0.0 -0.12
H 14.91949 9.46435 -7.74374 -0.4 -0.2 0.0 0.12
O 19.50196 16.93543 -0.25110 -0.3 0.5 -0.4 -0.20
H 14.34973 8.04158 -3.67979 0.2 -0.3 0.4 0.07
N 21.94427 18.57302 1.99746 -1.1 -2.8 1.0 -0.05
H 21.14408 16.54294 1.65043 -0.2 0.4 0.6 0.12
C 14.68413 21.55368 -3.87178 -2.0 -0.2 0.3 -0.25
H 13.11563 11.31477 0.91091 -0.6 0.2 -0.8 0.09
H 15.05257 23.93128 -2.98417 -0.5 0.1 -0.1 0.08
O 20.34393 11.15469 2.26766 -0.2 0.4 -0.9 -0.17
H 13.51718 14.59804 -4.18546 -0.4 0.4 0.3 0.08
C 15.76145 8.77227 -7.75849 0.2 0.1 0.6 -0.21
C 24.17615 17.28185 2.03468 0.6 1.1 -0.3 -0.24
Li 9.94629 15.63109 -10.18262 0.5 0.2 0.2 0.85
H 6.82575 19.81297 -7.30849 -0.4 0.7 -0.2 0.12
H 19.31525 18.31302 1.25968 0.1 0.0 0.4 0.12
C 15.58780 7.74652 -6.62173 -0.9 0.8 -0.9 -0.22
Li 7.89554 15.94033 -6.52630 0.3 0.6 1.5 0.75
O 17.82727 12.04480 -6.44761 -2.3 -0.9 -1.3 -0.32
H 17.66715 26.51732 -3.20669 -0.3 0.7 0.5 0.12
H 24.89592 17.01562 2.80874 0.0 -0.5 0.1 0.12
C 7.31910 13.99049 -4.40214 -3.6 0.3 0.4 -0.05
O 24.79106 18.29348 1.23763 0.0 -0.8 0.1 -0.19
C 19.99529 9.86338 1.94642 -2.3 -2.6 0.6 -0.25
C 12.49200 21.11279 -3.03392 0.6 0.4 -0.4 -0.10
H 14.76782 7.11105 -6.95625 0.2 -0.7 0.1 0.12
C 18.66181 9.37103 2.62050 0.3 1.5 0.0 -0.21
C 7.29617 20.07662 -6.36123 -0.5 0.2 0.7 -0.20
H 16.69393 9.00696 0.78961 -0.6 -0.6 -0.2 0.12
N 15.79769 18.25079 -11.20575 0.0 0.3 -1.1 0.15
H 22.67813 17.17730 3.46487 -0.8 -0.1 -0.1 0.12
H 12.53516 20.09871 -2.63659 0.8 -0.3 -0.1 0.08
H 8.30319 23.01770 -5.21808 -0.5 0.0 -0.3 0.10
H 12.51177 9.44713 -4.13312 0.1 -0.2 -0.1 0.01
H 18.65974 17.77425 -1.92969 -0.2 0.4 -0.1 0.08
C 23.02197 17.93434 2.76006 0.4 1.0 0.3 -0.23
H 18.80800 9.40725 3.70004 -0.2 -0.2 0.2 0.10
H 16.32761 21.81047 -2.75130 0.8 0.5 0.4 0.12
O 11.18938 15.57081 -6.74790 0.4 0.0 0.5 -0.47
N 6.41985 17.93244 -5.31345 1.0 -0.5 -2.5 -0.10
C 20.05907 18.03964 0.51128 -0.5 -1.4 0.1 -0.20
O 11.89567 10.17187 -4.02633 -0.3 -0.1 0.0 -0.05
O 13.41977 13.35283 -5.85021 -0.9 1.8 0.5 -0.46
O 15.13939 8.44445 -5.47540 0.6 -1.1 1.7 -0.23
C 18.29900 11.59054 -7.73224 -1.7 -0.3 -0.7 -0.15
H 17.08765 11.49241 -2.01279 0.2 0.0 0.2 0.04
H 19.31715 11.97940 -5.27733 1.3 1.0 0.4 0.11
H 15.59196 11.26168 -2.05233 -0.3 -0.1 0.3 0.02
H 15.20784 17.95601 -8.95580 0.4 -0.4 0.5 0.10
C 15.14684 7.56234 -4.24816 -1.1 1.7 -1.2 -0.02
H 17.30319 10.27472 -9.33812 0.8 0.8 -0.5 0.13
C 14.06475 11.83924 0.80046 -0.7 -1.0 -1.1 -0.09
C 5.60228 15.87159 -4.27717 0.4 -0.7 0.1 -0.20
O 6.92318 15.39687 -4.11862 3.8 -0.5 -0.4 -0.25
H 15.80326 8.36072 -8.76694 -0.1 -0.6 -0.1 0.12
C 13.32880 14.69888 -5.25431 -0.8 -1.8 -2.7 -0.35
H 19.23502 11.03967 -7.64003 0.1 0.1 0.0 0.13
H 18.14581 13.26332 -4.85945 0.1 0.1 -0.1 0.10
H 15.49194 19.06024 -10.68477 0.3 0.0 -0.8 0.10
H 12.11577 16.51906 -5.03581 0.5 0.9 -1.0 0.08
H 6.42451 13.55260 -4.84493 -0.2 -0.1 -0.6 0.08
Li 11.22922 12.80677 -7.92187 1.1 0.7 1.5 0.72
N 16.90344 9.58442 -7.47605 1.1 1.0 1.3 -0.12
H 9.93832 16.58306 -0.95001 0.2 0.0 0.2 0.03
H 5.07278 15.58089 -3.36986 -0.7 -0.4 -0.5 0.14
H 16.23698 11.28555 -8.39081 0.0 0.4 -0.1 0.12
H 20.12872 10.90752 4.29992 0.4 -0.4 0.2 0.08
H 14.99038 10.58364 2.76340 0.0 0.0 0.2 0.13
N 15.74649 23.74566 -3.69418 0.2 -0.3 1.0 -0.04
O 15.48140 26.53854 -3.33453 1.0 0.5 -2.1 -0.21
H 26.29567 18.42091 -0.04242 0.3 0.5 0.0 0.08
H 17.71409 24.12810 -3.92509 0.5 0.3 0.1 0.11
O 13.69122 21.91782 -2.87785 -0.7 -0.7 0.3 -0.19
H 16.50384 7.20015 -6.39712 0.0 -0.2 -0.3 0.13
O 15.02634 10.80147 0.74765 0.5 2.7 -1.1 -0.20
H 12.29110 21.07349 -4.10452 -0.3 -0.2 -0.1 0.07
H 19.75648 9.68428 0.89809 0.7 0.8 -0.4 0.12
H 14.24559 21.82107 -4.83317 0.0 -0.4 -0.3 0.12
C 17.16555 10.71611 -8.35103 -0.4 -0.6 1.0 -0.18
H 5.66204 19.87383 -5.04358 -0.3 0.0 -0.2 0.14
H 5.32179 15.39259 -5.21525 -1.3 0.1 0.0 0.12
H 5.74618 17.85429 -6.06189 0.5 0.0 -1.2 0.11
H 14.09943 15.32889 -5.69851 0.4 0.1 -0.1 0.06
C 20.83650 11.30782 3.57403 -0.2 0.7 -0.1 -0.09
C 15.06884 10.01000 1.83988 0.8 -1.6 0.9 -0.28
H 11.59831 21.48642 -2.53410 0.4 0.9 0.1 0.08
O 9.06623 16.83344 -1.25499 -0.2 0.1 0.0 -0.05
H 20.85036 12.38227 3.75696 0.3 0.0 0.0 0.09
H 4.56562 17.71902 -4.66678 -0.7 -0.5 0.6 0.14
H 17.53427 17.69796 -0.53434 0.1 0.3 0.3 0.08
H 26.51819 17.03681 0.84432 -0.5 -0.4 0.8 0.09
H 14.88001 20.49223 -3.71998 -0.1 -0.3 -0.6 0.12
H 18.37313 8.35688 2.34436 0.9 -0.3 -0.1 0.10
H 9.01383 16.48453 -2.14479 -0.1 -0.1 -0.3 0.01
H 16.61274 22.07827 -4.51743 0.2 -0.5 0.2 0.12
C 8.17356 21.93579 -5.19045 0.7 -0.4 0.3 -0.10
C 11.93230 15.55377 -5.50767 -0.5 -2.0 0.5 -0.39
H 17.23428 24.40799 -2.27071 -0.1 0.1 0.3 0.11
C 18.71468 12.80049 -5.66585 0.1 -0.8 -0.4 -0.06
H 8.33661 19.78309 -6.50059 0.3 0.1 0.4 0.11
H 17.91336 16.28325 -1.45153 0.4 -0.4 0.3 0.07
H 14.82572 6.54340 -4.46440 0.2 0.0 -0.3 0.09
C 16.78906 26.05093 -3.65339 -0.8 -0.9 0.1 -0.19
Li 16.19814 11.30569 -5.58561 0.1 -0.3 -0.2 0.74
C 16.93082 24.56514 -3.30576 -0.3 -1.3 -1.2 -0.21
H 7.18227 19.54688 -4.31943 0.1 0.0 0.1 0.13
H 16.07613 7.58857 -3.67909 0.1 0.1 -0.4 0.09
C 16.41348 9.30339 1.80034 0.1 1.4 0.5 -0.19
C 26.15876 18.05738 0.97601 0.1 0.8 -1.5 -0.12
C 16.07772 17.10202 -10.55256 -1.6 2.1 0.9 -0.79
H 22.08395 19.45334 1.52246 0.7 -0.4 0.0 0.11
H 16.08641 16.44181 -8.65419 -0.4 0.3 0.0 0.11
H 19.14215 13.52630 -6.35763 0.7 0.2 0.7 0.11
C 15.95375 22.26395 -3.66928 0.4 1.9 0.1 -0.22
C 21.32849 17.49020 1.14369 0.9 2.1 -0.2 -0.19
H 16.26828 8.43638 2.44479 0.7 0.0 0.1 0.12
H 23.49277 18.66192 3.42117 -0.1 0.3 -0.1 0.12
```
Forces are in eV/Å.

Output
Gap between HOMO and LUMO (eV): 2.75
Maximum force (eV/A): 4.40
Total energy (hartree): -2926.9873
Multiplicity: 1
Net charge: +2
ΔE to the lowest compared entry with this formula, charge and spin (eV): 13.1652



# 2
Here is a structure of composition C22H20F9N7O3Sr from the Open Molecules 2025 dataset. Energies are from ωB97M-V with the def2-TZVPD basis set.

```
62
Properties=species:S:1:pos:R:3:forces:R:3:lowdin_charge:R:1
C -0.12390 -2.51601 1.24491 0.6 -0.8 -0.2 -0.07
H -4.50536 0.39734 -3.46884 0.0 0.0 0.1 0.14
C -0.21282 -0.07569 -3.46317 0.4 0.2 0.0 -0.14
C -2.27158 4.26043 1.21241 -0.1 -0.2 0.2 -0.09
H 1.89436 -6.64840 0.45279 0.0 0.0 0.0 0.11
H -0.11319 0.91217 -3.88311 0.0 -0.1 0.0 0.15
C -1.70013 1.90157 1.33392 0.0 0.1 -0.1 -0.09
C -3.05243 4.11322 2.36398 0.0 0.1 -0.1 -0.08
C 3.87310 1.01413 1.40075 -0.3 -0.4 -0.5 -0.33
H -2.17720 5.21971 0.72119 0.0 0.0 0.0 0.10
C 4.10667 2.48045 0.91353 0.0 -0.3 -0.1 -0.55
F 1.72418 1.79511 2.09909 0.0 0.0 0.1 0.16
C 2.85334 -3.61021 -0.62511 -0.3 0.1 0.2 -0.11
F 5.26502 2.57082 0.24613 0.0 0.1 0.0 0.17
H -0.83504 -2.90066 1.97622 0.0 -0.1 0.0 0.13
N 1.90139 -2.84630 -0.08902 0.1 -0.6 0.2 -0.01
C -3.55248 0.24495 -2.95001 -0.1 0.1 0.1 -0.41
H -4.23593 -1.55350 -1.90952 0.0 0.1 0.0 0.08
H 3.61968 -3.10344 -1.20374 -0.1 0.0 0.0 0.12
C 2.89228 -4.98606 -0.45759 0.1 0.1 0.0 -0.05
N -0.12606 -1.31161 0.86329 -1.1 0.7 0.5 -0.13
N 0.13422 -1.94989 -2.48553 -0.4 0.7 -0.5 -0.02
N -1.32838 -0.78369 -3.46831 -1.1 -0.6 -0.1 -0.08
N -1.10029 -1.95575 -2.84749 0.8 0.3 0.0 0.09
F 4.12983 3.37118 1.90956 0.0 0.1 0.1 0.17
C 5.19235 0.46634 2.02766 -0.3 0.0 -0.2 -0.55
F 4.93595 -0.62358 2.76976 0.1 0.0 0.0 0.16
C 1.89923 -5.57641 0.29854 -0.1 -0.2 0.1 -0.05
H -3.09793 -1.46858 -4.23464 -0.1 0.0 0.1 0.13
C 2.74975 1.01624 2.50150 0.1 -0.1 -0.5 -0.54
N 0.72806 -0.76604 -2.86097 -0.5 -0.6 -0.5 -0.09
C -0.92963 0.78445 0.72924 -0.2 -0.2 0.0 -0.46
H -2.87655 -0.74068 -1.12619 0.0 0.0 -0.1 0.07
H 0.11592 -5.21864 1.46680 0.0 0.0 0.0 0.12
H -3.76311 2.76447 3.88849 0.0 0.0 -0.1 0.12
F 3.14833 1.42893 3.69846 -0.1 0.0 0.1 0.19
C -2.98141 1.61979 -2.61375 0.1 0.2 -0.1 -0.07
C -2.49097 1.77148 2.49307 -0.1 -0.1 0.0 -0.27
H -2.58829 0.08676 -4.88364 0.1 0.1 0.0 0.13
H 3.68602 -5.56749 -0.90488 0.0 0.0 0.0 0.11
H -4.48321 -0.04550 -1.01993 0.0 0.0 -0.1 0.09
O 3.46191 0.24496 0.35717 1.9 1.1 1.5 -0.40
H -3.57844 4.97083 2.77066 0.0 -0.1 0.0 0.10
N -1.01328 -0.37903 1.39647 0.6 -0.6 -0.5 0.05
C -3.80125 -0.57529 -1.68809 0.0 -0.1 0.1 -0.06
H -2.12375 -0.06777 2.65302 0.0 0.1 0.2 0.06
H -0.98534 3.22543 -0.16153 0.0 0.0 0.0 0.11
F 6.05763 0.10744 1.08078 0.0 0.0 0.0 0.17
F 5.78583 1.37142 2.81818 0.1 0.0 0.1 0.16
F 2.23722 -0.22156 2.61720 0.1 0.0 0.2 0.14
H -2.04614 1.55803 -2.04906 -0.1 -0.1 0.0 0.05
F 3.13118 2.84420 0.06651 0.1 0.1 0.0 0.15
O -2.65904 0.61155 3.14816 0.1 -0.1 -0.2 0.05
H -3.68435 2.18531 -1.99833 0.0 -0.1 0.0 0.09
C -3.16241 2.89150 2.99595 0.1 0.0 -0.1 -0.02
C -1.61130 3.15347 0.71941 0.0 0.1 -0.1 -0.04
H -2.78977 2.21168 -3.51782 -0.1 -0.1 0.1 0.08
C 0.90660 -4.78776 0.86523 0.0 -0.4 0.1 -0.02
C 0.93923 -3.42767 0.65193 -0.6 1.0 0.2 -0.25
C -2.69775 -0.49372 -3.96901 0.8 0.0 0.1 -0.09
Sr 1.60091 -0.35777 -0.52073 0.5 -0.1 -1.2 1.58
O -0.27146 0.96336 -0.35193 -1.0 0.5 0.8 -0.25
```
Forces are in eV/Å.

Output
Gap between HOMO and LUMO (eV): 7.69
Maximum force (eV/A): 2.72
Total energy (hartree): -2389.0118
Multiplicity: 1
Net charge: 0
ΔE to the lowest compared entry with this formula, charge and spin (eV): 0.2751



# 3
Here is a structure of composition C3H5LiO5 from the Open Molecules 2025 dataset. Energies are from ωB97M-V with the def2-TZVPD basis set.

```
14
Properties=species:S:1:pos:R:3:forces:R:3:lowdin_charge:R:1
O -1.85599 0.47282 -0.73439 -1.1 -2.5 2.2 -0.17
O 0.56702 -1.80674 -0.86720 0.2 0.3 0.9 -0.42
O -1.86246 1.75329 -2.51297 -2.6 0.1 -0.6 -0.13
C -1.56735 1.58516 -1.28838 4.6 -0.3 -4.1 -1.02
H 2.00986 -1.47598 0.56809 -0.3 0.2 0.5 0.12
H 1.50876 -0.05842 -0.43146 -0.1 -0.1 0.7 0.13
H -0.90040 -0.06145 1.79971 0.6 0.2 -2.4 0.26
Li -0.63553 -0.89457 -1.83772 -0.6 1.0 0.5 0.72
C 1.13649 -0.98322 0.08215 -0.7 -0.4 -3.6 -0.41
H 1.68454 0.23958 2.23382 0.2 0.1 -0.2 0.10
C 0.20457 -0.48500 1.21513 1.0 2.3 0.5 -0.21
O -0.51708 2.20682 -0.94733 0.2 1.2 2.7 -0.11
H -0.67437 -1.09934 0.92581 -0.7 -1.1 1.3 0.17
O 0.90193 0.60704 1.79474 -0.6 -1.1 1.5 -0.02
```
Forces are in eV/Å.

Output
Gap between HOMO and LUMO (alpha / beta) (eV): 3.83 / 4.10
Maximum force (eV/A): 6.15
Total energy (hartree): -500.8030
Multiplicity: 2
Net charge: -1
ΔE to the lowest compared entry with this formula, charge and spin (eV): 9.2359